Entry 1:
{
  "formula": "C15H24BrNO4S2",
  "method": "ωB97M-V with the def2-TZVPD basis set",
  "total_energy_ev": -117325.191,
  "homo_lumo_gap_ev": 8.8865,
  "elements": ["C", "C", "C", "Br", "O", "S", "O", "O", "C", "C", "C", "C", "C", "C", "S", "C", "C", "C", "C", "N", "C", "C", "O", "H", "H", "H", "H", "H", "H", "H", "H", "H", "H", "H", "H", "H", "H", "H", "H", "H", "H", "H", "H", "H", "H", "H", "H"],
  "coordinates": [[0.630, 1.011, 3.359], [1.475, 1.389, 2.276], [2.139, 1.797, 0.808], [4.155, 1.929, 1.097], [1.731, 3.178, 0.520], [0.048, 3.406, 0.590], [-0.182, 4.938, 0.572], [-0.519, 2.766, -0.917], [0.565, 2.674, -1.897], [1.590, 1.432, -1.771], [1.712, 0.683, -0.319], [2.891, -0.478, -0.578], [3.191, -1.435, 0.707], [4.818, -1.749, 0.742], [5.468, -2.106, 2.466], [0.322, -0.152, 0.094], [-0.354, -0.952, -1.172], [-1.754, -1.744, -0.795], [-2.875, -0.822, -0.036], [-4.127, -1.627, 0.295], [-5.297, -1.119, -0.533], [-6.718, -0.615, 0.150], [-5.186, -1.096, -1.863], [-0.145, 0.958, 4.262], [0.034, 2.578, -2.964], [1.087, 3.747, -1.938], [2.682, 1.846, -2.019], [1.362, 0.666, -2.658], [2.435, -1.183, -1.428], [3.865, -0.009, -1.085], [2.762, -1.028, 1.717], [2.670, -2.478, 0.500], [5.363, -0.800, 0.311], [5.059, -2.645, -0.008], [4.342, -2.420, 3.260], [0.485, -0.927, 0.954], [-0.528, 0.583, 0.498], [-0.632, -0.228, -2.079], [0.354, -1.776, -1.656], [-2.239, -2.071, -1.835], [-1.515, -2.754, -0.222], [-2.406, -0.501, 1.012], [-3.203, 0.143, -0.609], [-4.326, -1.603, 1.321], [-7.546, -1.458, 0.161], [-6.560, -0.201, 1.244], [-7.125, 0.255, -0.532]],
  "atomic_forces_ev_per_a": [[5.4, 3.3, -7.6], [-6.2, -2.5, 6.9], [-1.1, -0.9, 2.0], [-1.7, 0.0, -0.3], [-0.6, -1.5, -0.3], [-1.8, 4.1, -0.4], [1.4, -5.3, -0.4], [2.5, 0.3, 1.0], [0.1, 1.2, -2.5], [0.9, 0.3, -0.4], [0.2, -1.2, -1.1], [-0.8, -0.3, -0.8], [0.5, -0.9, -0.7], [-1.2, 0.3, -1.2], [-0.8, -0.1, -0.1], [-1.2, 0.2, -0.3], [-0.5, -0.2, -0.8], [-0.3, 0.0, -1.2], [1.3, -0.1, 1.0], [-2.2, 2.3, -1.1], [0.5, -0.6, -4.5], [0.3, 0.1, -0.1], [-0.4, 0.1, 7.7], [2.4, 0.1, -2.4], [0.9, 0.2, 2.5], [-0.8, -2.5, 0.2], [-2.3, -0.8, 0.6], [0.4, 1.5, 2.3], [0.9, 1.7, 1.8], [-2.1, -0.9, 1.5], [1.1, -0.5, -1.9], [0.9, 2.2, 0.6], [-0.9, -1.9, 1.2], [-0.5, 1.9, 1.8], [0.9, 0.4, -1.4], [0.1, 1.5, -1.6], [2.1, -1.5, -0.9], [0.7, -1.3, 2.2], [-1.3, 1.8, 1.2], [1.0, 0.7, 2.3], [-0.6, 2.3, -0.8], [-1.0, -0.5, -2.2], [1.0, -1.9, 0.8], [0.0, 0.1, -1.4], [2.0, 1.6, 0.0], [-0.3, -1.0, -2.3], [1.0, -1.8, 1.3]],
  "lowdin_charge": [0.101, -0.100, -0.694, 0.768, -0.399, 1.045, -0.422, -0.373, -0.238, -0.129, -0.346, -0.201, -0.264, -0.579, 0.586, -0.146, -0.198, -0.185, -0.216, -0.014, -0.329, -0.045, -0.064, 0.076, 0.148, 0.143, 0.142, 0.133, 0.118, 0.110, 0.092, 0.122, 0.051, 0.095, -0.124, 0.118, 0.098, 0.121, 0.115, 0.125, 0.122, 0.124, 0.137, 0.109, 0.094, 0.082, 0.094]
}

---

Entry 2:
{
  "formula": "C15H24Cl2NO2PZr",
  "method": "ωB97M-V with the def2-TZVPD basis set",
  "charge": 2,
  "total_energy_ev": -57123.800,
  "homo_lumo_gap_ev": [2.6508, 2.6439],
  "elements": ["C", "C", "C", "C", "C", "C", "C", "C", "N", "Zr", "C", "P", "H", "H", "H", "H", "H", "H", "H", "H", "C", "C", "H", "C", "C", "H", "H", "H", "H", "H", "H", "H", "H", "H", "H", "H", "H", "H", "H", "Cl", "C", "Cl", "C", "O", "O", "H"],
  "coordinates": [[0.434, 3.048, -2.303], [-0.855, 2.579, -2.030], [-1.057, 1.516, -1.130], [0.045, 0.973, -0.464], [1.340, 1.424, -0.758], [1.534, 2.474, -1.661], [-2.448, 1.010, -0.810], [-2.610, -0.462, -0.341], [-2.219, -1.416, -1.324], [-0.628, -0.166, 1.423], [2.502, 0.764, -0.055], [1.905, -0.892, 0.552], [-1.709, 3.067, -2.514], [2.548, 2.840, -1.874], [0.577, 3.861, -3.012], [2.837, 1.329, 0.832], [3.378, 0.589, -0.698], [-2.894, 1.615, -0.004], [-3.133, 1.135, -1.664], [-2.234, -0.929, 0.655], [3.352, -1.475, 1.453], [1.988, -1.860, -0.983], [-3.706, -0.577, -0.153], [-1.435, -1.196, -2.515], [-2.937, -2.665, -1.287], [0.344, -1.739, 2.068], [-1.893, -1.822, -3.287], [-1.440, -0.152, -2.886], [-0.373, -1.488, -2.420], [-3.115, -2.991, -2.311], [-2.407, -3.448, -0.710], [-3.917, -2.522, -0.783], [3.033, -1.919, -1.315], [1.591, -2.869, -0.818], [1.387, -1.366, -1.753], [4.250, -1.379, 0.825], [3.453, -0.870, 2.363], [3.193, -2.527, 1.730], [-0.472, -2.064, 1.670], [0.971, 2.783, 6.088], [0.663, 1.697, 4.910], [-2.597, -0.476, 2.875], [0.896, 1.970, 3.519], [1.498, 2.836, 2.917], [0.260, 0.936, 2.806], [0.099, 0.826, 5.177]],
  "atomic_forces_ev_per_a": [[-0.2, -0.3, 0.4], [-0.2, -0.1, 0.0], [0.3, 0.8, -0.2], [-0.5, -0.7, 0.9], [0.2, 0.5, -0.1], [0.2, -0.2, -0.1], [-0.2, 0.2, 1.1], [-0.4, -0.7, -1.7], [0.1, -0.1, 0.1], [0.5, 2.6, -1.1], [-0.3, -0.3, 0.5], [1.1, 1.4, -1.1], [0.3, -0.3, 0.1], [-0.5, -0.2, 0.1], [0.0, -0.2, 0.2], [-0.1, 0.0, -0.3], [-0.2, 0.1, 0.1], [0.1, 0.1, -0.2], [0.2, -0.2, 0.2], [-1.1, 1.0, -0.7], [-0.2, -0.4, 0.7], [-0.6, -0.3, 0.0], [0.7, 0.1, 0.3], [0.2, 0.6, -0.7], [-0.5, -0.4, 0.8], [-2.0, -2.2, -1.7], [0.3, 0.2, -0.1], [-0.1, -0.6, 0.3], [-0.5, 0.0, 0.0], [-0.1, -0.3, 0.2], [-0.2, 0.1, -0.4], [0.4, -0.1, -0.4], [-0.3, 0.0, 0.2], [0.2, 0.1, -0.2], [0.2, -0.1, 0.2], [-0.3, 0.0, 0.2], [0.2, -0.2, -0.1], [0.3, 0.3, 0.0], [2.3, -0.4, 2.3], [0.0, -0.9, -1.0], [-0.2, 1.9, 2.8], [0.5, 0.2, 0.0], [0.1, -1.0, -6.1], [-0.9, -1.0, 2.5], [1.2, 1.9, 2.0], [0.0, -0.7, 0.2]],
  "lowdin_charge": [-0.025, -0.015, -0.291, -0.222, -0.316, -0.016, -0.121, -0.306, -0.269, 1.202, -0.264, 0.818, 0.130, 0.131, 0.124, 0.095, 0.112, 0.130, 0.149, -0.047, -0.243, -0.211, 0.144, -0.049, -0.060, 0.080, 0.096, 0.098, 0.064, 0.092, 0.095, 0.103, 0.077, 0.065, 0.029, 0.075, 0.051, 0.063, 0.086, 1.108, -0.250, 0.014, -0.507, 0.206, -0.342, 0.116]
}

---

Entry 3:
{
  "formula": "C15H24Cl3N6O4PtSSeSi",
  "method": "ωB97M-V with the def2-TZVPD basis set",
  "charge": 1,
  "total_energy_ev": -157941.561,
  "multiplicity": 5,
  "relative_energy_kcal_mol": 27.6,
  "homo_lumo_gap_ev": [8.2111, 6.5434],
  "elements": ["Pt", "C", "O", "C", "O", "N", "N", "H", "H", "H", "H", "H", "H", "O", "N", "O", "C", "C", "C", "N", "N", "C", "N", "S", "H", "H", "H", "H", "H", "H", "H", "C", "C", "C", "C", "C", "C", "Se", "C", "C", "C", "H", "H", "H", "H", "H", "H", "H", "H", "H", "H", "H", "Cl", "Si", "Cl", "Cl"],
  "coordinates": [[-1.080, 3.436, 0.451], [0.714, 7.196, -1.666], [1.382, 5.903, -1.670], [0.808, 4.960, -0.979], [-0.226, 5.144, -0.312], [1.446, 3.775, -1.035], [0.900, 2.682, -0.350], [1.320, 7.821, -2.311], [0.688, 7.587, -0.653], [-0.294, 7.085, -2.054], [2.246, 3.662, -1.639], [1.585, 2.300, 0.295], [0.574, 1.934, -0.975], [-0.444, -0.768, 0.930], [-0.968, -0.177, -0.097], [-0.217, 0.180, -1.100], [-2.549, -1.092, 4.503], [-3.337, 0.109, 3.968], [-2.901, 0.478, 2.597], [-2.158, 1.550, 2.380], [-1.829, 1.727, 1.139], [-2.177, 0.630, 0.196], [-2.672, 1.160, -1.008], [-3.300, -0.437, 1.206], [-2.857, -1.312, 5.523], [-1.480, -0.880, 4.504], [-2.721, -1.980, 3.894], [-3.190, 0.984, 4.600], [-4.406, -0.118, 3.951], [-2.594, 0.520, -1.787], [-3.603, 1.546, -0.912], [2.715, -6.724, -2.266], [2.489, -5.349, -1.711], [2.340, -5.145, -0.342], [2.127, -3.885, 0.189], [1.948, -3.680, 1.666], [2.085, -2.804, -0.706], [1.843, -1.085, -0.009], [2.200, -2.969, -2.098], [2.125, -1.805, -3.045], [2.411, -4.252, -2.569], [2.747, -7.473, -1.478], [3.655, -6.767, -2.817], [1.918, -6.993, -2.962], [2.383, -5.995, 0.329], [1.924, -4.635, 2.188], [1.014, -3.156, 1.882], [2.769, -3.094, 2.088], [1.395, -1.061, -2.720], [1.833, -2.140, -4.038], [3.098, -1.316, -3.133], [2.508, -4.407, -3.638], [-2.955, 5.827, 2.396], [-3.030, 4.481, 0.853], [-3.535, 5.557, -0.838], [-4.668, 3.265, 1.188]],
  "atomic_forces_ev_per_a": [[0.2, -0.5, 0.1], [0.0, 0.0, 0.0], [0.0, 0.0, 0.0], [0.0, 0.0, 0.1], [0.0, 0.0, -0.1], [0.0, 0.0, -0.1], [0.0, 0.0, -0.1], [0.0, 0.0, 0.0], [0.0, 0.0, 0.0], [0.0, 0.0, 0.0], [0.0, 0.0, 0.0], [-0.1, 0.1, 0.1], [0.1, 0.0, 0.0], [0.0, 0.1, 0.0], [0.1, -0.1, 0.1], [0.0, 0.0, 0.0], [0.0, 0.0, 0.0], [0.0, 0.0, 0.0], [0.0, 0.0, -0.1], [0.0, 0.0, 0.1], [0.0, 0.3, 0.0], [-0.1, -0.1, -0.1], [-0.1, 0.0, 0.1], [0.0, 0.1, 0.0], [0.0, 0.0, 0.0], [0.0, 0.0, 0.0], [0.0, 0.0, 0.0], [0.0, 0.0, 0.0], [0.0, 0.0, 0.0], [0.0, 0.0, 0.0], [0.0, 0.0, 0.0], [0.0, 0.0, 0.0], [0.0, 0.0, 0.0], [0.0, 0.0, 0.0], [0.0, 0.0, 0.0], [0.0, 0.0, 0.0], [-0.1, 0.1, 0.0], [0.2, 0.0, 0.0], [0.0, 0.0, 0.0], [0.0, 0.0, 0.0], [0.0, 0.0, 0.0], [0.0, 0.0, 0.0], [0.0, 0.0, 0.0], [0.0, 0.0, 0.0], [0.0, 0.0, 0.0], [0.0, 0.0, 0.0], [0.0, 0.0, 0.0], [0.0, 0.0, 0.0], [0.0, 0.0, 0.0], [0.0, 0.0, 0.0], [0.0, 0.0, 0.0], [0.0, 0.0, 0.0], [0.0, -0.1, 0.0], [-0.3, 0.4, 0.0], [0.0, 0.0, 0.1], [0.0, -0.1, 0.0]],
  "mulliken_spin": [0.068, 0.000, 0.000, 0.000, -0.001, 0.000, 0.017, 0.000, 0.000, 0.000, 0.000, 0.000, 0.003, 0.376, 0.522, 0.312, 0.030, 0.019, 0.208, 0.048, 0.476, 0.011, 0.016, 0.132, 0.000, -0.002, -0.001, 0.003, 0.009, 0.004, 0.002, -0.005, 0.081, -0.016, -0.018, 0.082, 0.024, 1.597, -0.018, 0.050, -0.022, -0.001, 0.007, 0.007, 0.002, 0.004, -0.013, -0.007, -0.013, 0.004, 0.005, 0.002, 0.000, -0.004, 0.000, 0.001]
}

---

> Number 2 is which compound?

C15H24Cl2NO2PZr